[1]
This record from the Open Molecules 2025 dataset describes a cluster of 9 separate species, C4H28N2O9 in total. The level of theory is wB97M-V/def2-TZVPD.

Calculated values
calculated total energy = -955.90771 hartree
SMILES string = C[C@@H](N)CNCO.O.O.O.O.O.O.O.O
Kohn-Sham gap = 10.46 eV
energy above the lowest of the compared OMol25 structures with the same formula, charge and spin = 12.09 kcal per mole

Element x y z (Å)
C 0.411 0.247 0.045
N 0.638 -1.171 -0.265
C 0.585 -1.534 -1.679
O -0.697 -2.051 -2.051
C 0.027 0.448 1.507
C 0.421 1.859 1.961
N -1.400 0.157 1.702
H 1.319 0.809 -0.187
H -0.329 0.712 -0.619
H -0.039 -1.735 0.248
H 0.771 -0.681 -2.326
H 1.315 -2.338 -1.848
H -0.947 -2.743 -1.401
H 0.555 -0.268 2.147
H -0.031 2.097 2.928
H 1.499 1.975 2.055
H 0.078 2.608 1.243
H -1.687 0.294 2.668
H -1.965 0.818 1.174
H 2.155 -1.542 0.530
H 3.535 -2.234 0.899
O 2.806 -1.718 1.274
H -1.704 3.045 -2.002
H -1.656 4.162 -3.103
O -1.098 3.609 -2.542
H 1.353 2.752 -4.418
H 0.218 2.647 -3.351
O 0.975 2.157 -3.772
H 3.343 1.291 0.798
H 3.376 -0.044 1.606
O 3.746 0.858 1.554
H 1.608 -2.695 2.133
H 1.033 -3.183 3.512
O 0.944 -3.298 2.548
H -2.685 -0.769 -0.327
H -2.076 -1.013 -1.707
O -2.870 -0.620 -1.280
H -0.636 -3.295 1.630
H -1.721 -2.124 1.586
O -1.422 -2.949 1.147
H -2.884 1.076 -1.361
H -3.887 2.322 -1.401
O -2.979 2.063 -1.254



[2]
This record from the Open Molecules 2025 dataset describes a structure of composition C36H32I2IrN3O2P2Te at a distorted geometry. The level of theory is wB97M-V/def2-TZVPD.

Calculated values
multiplicity = 5
calculated total energy = -3355.67471 hartree
charge = +2
Kohn-Sham gap (spin up / spin down) = 6.40 / 5.84 eV
energy above the lowest of the compared OMol25 structures with the same formula, charge and spin = 36.67 kcal per mole

Element x y z (Å)
Ir 0.441 0.414 0.272
Te 2.017 -2.391 3.640
C 0.779 -2.556 5.383
C 1.160 -1.750 6.443
C 0.418 -1.864 7.616
N -0.601 -2.706 7.767
C -0.925 -3.482 6.733
C -0.268 -3.450 5.508
C 0.568 -1.191 2.710
P -0.615 -1.673 1.391
C -2.166 -2.101 2.236
C -3.088 -2.881 1.531
C -4.284 -3.244 2.127
C -4.573 -2.829 3.421
C -3.667 -2.042 4.118
C -2.469 -1.670 3.524
C -0.171 -3.257 0.644
C 0.079 -3.312 -0.724
C 0.357 -4.528 -1.336
C 0.373 -5.692 -0.583
C 0.092 -5.650 0.779
C -0.185 -4.440 1.388
P 0.829 0.588 2.498
C -0.434 1.488 3.414
C -0.907 2.718 2.962
C -1.829 3.427 3.716
C -2.274 2.915 4.929
C -1.765 1.717 5.411
C -0.839 1.009 4.661
C 2.381 1.180 3.218
C 2.329 2.183 4.193
C 3.489 2.607 4.825
C 4.711 2.041 4.496
C 4.777 1.058 3.516
C 3.625 0.635 2.879
H 1.990 -1.057 6.382
H 0.669 -1.252 8.474
H -1.749 -4.168 6.888
H -0.585 -4.098 4.703
H -2.869 -3.218 0.525
H -4.990 -3.856 1.581
H -5.506 -3.120 3.885
H -3.889 -1.719 5.126
H -1.769 -1.059 4.074
H 0.045 -2.406 -1.316
H 0.556 -4.565 -2.399
H 0.591 -6.639 -1.058
H 0.084 -6.563 1.359
H -0.433 -4.418 2.444
H -0.528 3.144 2.045
H -2.191 4.383 3.364
H -3.005 3.462 5.509
H -2.078 1.340 6.376
H -0.408 0.098 5.063
H 1.390 2.643 4.463
H 3.434 3.382 5.578
H 5.613 2.372 4.993
H 5.730 0.626 3.243
H 3.710 -0.101 2.097
I 2.628 -0.818 -0.371
I 3.537 -3.499 1.246
O 1.402 2.006 -1.679
H 1.520 1.593 -2.544
H 2.277 2.336 -1.440
N -1.293 5.213 -1.955
C -2.376 4.886 -1.208
O -3.281 5.647 -0.958
C -2.416 3.489 -0.636
C -3.652 2.969 -0.276
C -3.703 1.722 0.317
C -2.528 1.034 0.542
N -1.325 1.531 0.203
C -1.283 2.750 -0.372
H -1.289 6.128 -2.379
H -0.667 4.521 -2.324
H -4.542 3.558 -0.459
H -4.641 1.279 0.621
H -2.537 0.071 1.024
H -0.296 3.139 -0.584



[3]
This record from the Open Molecules 2025 dataset describes a structure of composition C10H20ClCrRu at a distorted geometry. The level of theory is wB97M-V/def2-TZVPD.

Calculated values
multiplicity = 9
calculated total energy = -1992.25763 hartree
charge = -1
Kohn-Sham gap (spin up / spin down) = 5.02 / 6.55 eV
energy above the lowest of the compared OMol25 structures with the same formula, charge and spin = 34.25 kcal per mole

Element x y z (Å)
Ru 0.264 -0.440 -0.122
Cl -1.776 -0.432 -1.326
C 2.178 0.015 0.272
H 2.210 0.834 1.021
H 2.619 0.327 -0.686
H 2.658 -0.880 0.718
Cr -0.078 -0.087 -2.800
C 1.278 -0.893 -4.111
C -1.361 0.450 -4.274
C 0.870 1.472 -3.119
H -2.123 1.139 -3.878
H -0.904 0.895 -5.172
H -1.855 -0.500 -4.559
H 2.301 -0.942 -3.711
H 0.948 -1.928 -4.324
H 1.337 -0.374 -5.083
H 1.974 1.618 -3.075
H 0.397 2.429 -3.465
C -0.460 -1.585 4.739
C -0.959 -0.224 4.221
C -2.484 -0.127 4.360
C -0.313 0.901 5.061
C -0.586 -0.137 2.816
C -0.259 -0.258 1.603
H -0.703 -1.731 5.799
H 0.628 -1.657 4.633
H -0.917 -2.399 4.167
H -2.754 -0.242 5.416
H -2.855 0.842 4.013
H -2.992 -0.911 3.789
H 0.782 0.885 4.995
H -0.663 1.891 4.745
H -0.596 0.751 6.111



[4]
This record from the Open Molecules 2025 dataset describes a cluster of 2 separate species, CH2INO3S in total at a distorted geometry. The level of theory is wB97M-V/def2-TZVPD.

Calculated values
calculated total energy = -1015.55575 hartree
Kohn-Sham gap = 8.84 eV
energy above the lowest of the compared OMol25 structures with the same formula, charge and spin = 23.59 kcal per mole

Element x y z (Å)
C 0.316 1.341 -0.775
N 1.484 1.569 -0.063
O 1.526 1.415 1.127
O -1.840 -3.308 0.666
O 0.256 -2.157 0.240
S -0.849 -2.389 1.141
I -1.441 0.833 0.482
H 0.486 0.488 -1.430
H 0.060 2.207 -1.387



[5]
This record from the Open Molecules 2025 dataset describes a cluster of 3 separate species, C4H15NO2 in total at a distorted geometry. The level of theory is wB97M-V/def2-TZVPD.

Calculated values
multiplicity = 2
calculated total energy = -366.53290 hartree
charge = -1
Kohn-Sham gap (spin up / spin down) = 2.50 / 8.99 eV
energy above the lowest of the compared OMol25 structures with the same formula, charge and spin = 36.16 kcal per mole

Element x y z (Å)
C -0.035 0.931 3.252
C 0.898 0.144 2.214
C 0.049 -0.830 1.384
C 1.018 -1.400 0.306
N 0.205 -2.058 -0.712
H 0.541 1.312 4.133
H -0.739 0.023 3.560
H -0.637 1.625 2.733
H 1.297 0.937 1.645
H 1.819 -0.302 2.754
H -0.621 -1.583 1.774
H -0.531 -0.207 0.799
H 1.816 -2.200 0.643
H 1.707 -0.546 0.018
H -0.168 -1.524 -1.446
H 0.053 -2.982 -0.570
H 0.966 0.041 -2.407
H -0.322 0.968 -2.798
O 0.096 0.085 -2.811
H -2.055 2.860 -3.449
H -2.518 2.010 -2.361
O -1.798 2.528 -2.562



[6]
This record from the Open Molecules 2025 dataset describes a cluster of 6 separate species, C28H59INO7 in total. The level of theory is wB97M-V/def2-TZVPD.

Calculated values
calculated total energy = -1981.17384 hartree
charge = +1
Kohn-Sham gap = 7.18 eV

Element x y z (Å)
C 3.587 0.545 2.292
C 2.249 -0.228 2.374
C 1.722 -0.314 3.798
C 0.405 -1.093 3.926
C 0.474 -2.503 3.414
C 1.617 -3.259 3.564
N 1.701 -4.528 3.137
C 2.940 -5.334 3.357
I 3.417 -6.557 1.648
C 4.163 -4.515 3.721
C 4.602 -3.472 2.681
C 0.637 -5.109 2.538
C -0.529 -4.412 2.344
C -0.611 -3.092 2.780
C -1.856 -2.335 2.490
O -2.103 -2.051 1.358
O -2.624 -2.032 3.518
H 3.477 1.372 1.605
H 3.906 0.911 3.260
H 4.355 -0.100 1.881
H 2.400 -1.213 1.939
H 1.506 0.276 1.762
H 2.470 -0.729 4.472
H 1.541 0.702 4.140
H 0.097 -1.126 4.966
H -0.311 -0.521 3.344
H 2.448 -2.801 4.065
H 2.722 -6.016 4.169
H 4.038 -4.034 4.687
H 4.970 -5.228 3.838
H 5.679 -3.430 2.592
H 4.140 -3.629 1.713
H 4.288 -2.485 3.004
H 0.696 -6.133 2.219
H -1.365 -4.873 1.847
H -3.352 -1.501 3.151
C 6.978 4.130 1.361
C 5.704 4.004 0.540
C 5.320 5.325 -0.106
O 4.634 3.522 1.358
H 6.840 4.852 2.170
H 7.239 3.173 1.815
H 7.815 4.461 0.745
H 5.844 3.248 -0.234
H 5.133 6.083 0.659
H 4.407 5.215 -0.690
H 6.111 5.690 -0.763
H 4.484 4.171 2.053
C 2.307 -2.811 9.181
C 2.366 -1.700 8.146
C 1.574 -0.479 8.584
O 1.877 -2.176 6.881
H 1.275 -3.136 9.334
H 2.880 -3.677 8.850
H 2.706 -2.478 10.139
H 3.405 -1.417 7.972
H 0.519 -0.737 8.719
H 1.627 0.306 7.829
H 1.951 -0.081 9.525
H 0.961 -2.441 7.015
C -1.896 -2.289 -2.898
C -3.161 -1.523 -2.540
C -2.850 -0.085 -2.163
O -3.852 -2.183 -1.477
H -1.218 -2.322 -2.039
H -2.134 -3.318 -3.170
H -1.372 -1.818 -3.731
H -3.844 -1.536 -3.390
H -2.201 -0.052 -1.282
H -3.766 0.451 -1.914
H -2.353 0.434 -2.983
H -3.265 -2.182 -0.715
C -4.658 1.164 -5.820
C -3.277 1.781 -5.979
C -2.984 2.117 -7.431
O -2.280 0.897 -5.457
H -4.725 0.230 -6.384
H -4.856 0.931 -4.772
H -5.435 1.839 -6.181
H -3.211 2.687 -5.375
H -3.003 1.211 -8.044
H -1.991 2.558 -7.531
H -3.723 2.812 -7.829
H -2.312 0.085 -5.974
C -7.204 4.611 -10.750
C -6.951 4.123 -9.332
C -7.190 5.224 -8.310
O -5.621 3.616 -9.212
H -6.523 5.429 -10.998
H -7.029 3.809 -11.467
H -8.227 4.968 -10.869
H -7.607 3.279 -9.116
H -6.508 6.061 -8.485
H -7.005 4.856 -7.300
H -8.213 5.598 -8.362
H -5.014 4.340 -9.401